[1]
Formula: C42H42BaO2P2
Source: the Open Molecules 2025 dataset
Level of theory: ωB97M-V/def2-TZVPD

CARTESIAN COORDINATES (ANGSTROEM)
1 Ba 1.35 -0.98 0.03
2 C -2.74 0.37 4.90
3 C -3.32 0.40 3.70
4 C -3.82 1.63 3.01
5 C -2.70 2.28 2.15
6 C -1.57 2.87 2.93
7 C -1.60 3.30 4.20
8 C -2.55 2.94 5.31
9 C -2.52 1.49 5.86
10 C 2.78 0.53 1.92
11 H -2.38 -0.60 5.28
12 H -3.40 -0.54 3.13
13 H -4.22 2.36 3.71
14 H -4.64 1.32 2.34
15 H -2.32 1.52 1.46
16 H -3.17 3.07 1.53
17 H -0.68 3.06 2.32
18 H -0.90 4.08 4.49
19 H -3.58 3.25 5.12
20 H -2.28 3.56 6.18
21 H -1.56 1.31 6.37
22 H -3.28 1.43 6.65
23 H 2.41 0.65 2.94
24 H 2.46 1.37 1.27
25 H 3.88 0.42 1.94
26 P 0.20 -2.20 -2.61
27 P 2.14 0.24 -3.19
28 C -0.43 -0.63 -3.25
29 C 0.41 0.33 -3.69
30 C -0.32 -3.25 -4.06
31 C -1.40 -2.89 -4.88
32 C -1.83 -3.70 -5.93
33 C -1.12 -4.87 -6.23
34 C 0.02 -5.21 -5.49
35 C 0.42 -4.40 -4.41
36 C -1.26 -2.28 -1.48
37 C -1.46 -1.21 -0.56
38 C -2.03 -1.55 0.67
39 C -2.82 -2.71 0.75
40 C -2.91 -3.59 -0.34
41 C -2.05 -3.43 -1.43
42 C 2.75 0.68 -4.93
43 C 2.38 -0.16 -6.00
44 C 2.67 0.19 -7.32
45 C 3.35 1.39 -7.58
46 C 3.74 2.22 -6.53
47 C 3.45 1.86 -5.21
48 C 2.20 1.89 -2.38
49 C 3.34 2.14 -1.60
50 C 3.54 3.40 -1.05
51 C 2.56 4.40 -1.21
52 C 1.40 4.13 -1.93
53 C 1.22 2.88 -2.53
54 H -1.52 -0.51 -3.28
55 H 0.11 1.13 -4.37
56 H -1.94 -1.96 -4.70
57 H -2.71 -3.42 -6.51
58 H -1.45 -5.50 -7.06
59 H 0.59 -6.11 -5.75
60 H 1.30 -4.68 -3.83
61 H -1.14 -0.18 -0.79
62 H -1.85 -0.93 1.56
63 H -3.38 -2.92 1.66
64 H -3.63 -4.41 -0.33
65 H -2.00 -4.16 -2.24
66 H 1.82 -1.08 -5.80
67 H 2.37 -0.47 -8.14
68 H 3.57 1.67 -8.61
69 H 4.28 3.15 -6.73
70 H 3.74 2.54 -4.40
71 H 4.09 1.35 -1.46
72 H 4.45 3.61 -0.48
73 H 2.70 5.38 -0.76
74 H 0.62 4.89 -2.05
75 H 0.32 2.69 -3.11
76 O 0.42 -0.39 2.79
77 C 0.96 -1.32 3.50
78 O 1.52 -2.36 3.04
79 C 0.95 -1.16 5.03
80 C 0.95 -2.28 5.88
81 C 0.83 -2.14 7.28
82 C 0.72 -0.86 7.86
83 C 0.74 0.26 7.02
84 C 0.89 0.12 5.63
85 H 0.99 -3.28 5.46
86 H 0.79 -3.02 7.94
87 H 0.59 -0.73 8.94
88 H 0.60 1.26 7.46
89 H 0.91 1.01 5.01

Energy relative to the best compared isomer or geometry (same formula, charge and spin) ... 40.5 kcal/mol
HOMO level ... -5.323 eV
Total charge ... 0
Gap between HOMO and LUMO ... 4.95 eV
E_tot ... -2484.15218 hartree

In elementary charge units, the Mulliken charges are: Ba 1.609; C -0.573; C -0.047; C -1.071; C 0.216; C -0.320; C -0.388; C -1.186; C 0.163; C -1.473; H 0.315; H 0.327; H 0.394; H 0.420; H -0.313; H 0.397; H 0.312; H 0.375; H 0.405; H 0.423; H -0.241; H 0.390; H 0.197; H 0.518; H 0.108; P -0.132; P 0.414; C -0.496; C -1.186; C 0.350; C 0.092; C -0.704; C -0.424; C -0.596; C -0.547; C 0.978; C -2.130; C 0.861; C -0.718; C -0.724; C -0.782; C 0.168; C -0.349; C -0.706; C -0.401; C -0.646; C -0.171; C 0.497; C -0.491; C -0.647; C -0.507; C -0.703; C -0.053; H 0.933; H 0.959; H 0.327; H 0.379; H 0.363; H 0.364; H 0.359; H 1.183; H -0.063; H 0.446; H 0.377; H 0.368; H 0.379; H 0.384; H 0.359; H 0.390; H 0.300; H 0.336; H 0.426; H 0.398; H 0.404; H 0.381; O -0.518; C 0.040; O -0.802; C 0.353; C -0.300; C -0.483; C -0.472; C -0.563; C -0.048; H 0.399; H 0.350; H 0.358; H 0.484; H 0.244

=====

[2]
Formula: C42H42BrN7O2PSeSn
Source: the Open Molecules 2025 dataset
Level of theory: ωB97M-V/def2-TZVPD

CARTESIAN COORDINATES (ANGSTROEM)
1 Sn -0.26 0.54 0.25
2 Br -0.25 -6.18 11.35
3 C 0.45 -5.54 9.78
4 C -0.43 -5.29 8.70
5 C 0.07 -4.83 7.53
6 C 1.48 -4.60 7.40
7 C 2.35 -4.88 8.51
8 C 1.84 -5.34 9.68
9 N 2.08 -4.12 6.33
10 N 1.47 -3.92 5.23
11 C 1.32 -2.83 4.57
12 C 1.62 -1.52 5.15
13 C 1.46 -0.40 4.46
14 C 0.98 -0.42 3.08
15 O 0.84 0.61 2.43
16 C 0.66 -1.74 2.47
17 N 0.23 -1.71 1.20
18 C -0.06 -2.85 0.60
19 C 0.09 -4.08 1.24
20 C 0.54 -4.12 2.54
21 C 0.83 -2.91 3.18
22 H -1.49 -5.48 8.82
23 H -0.58 -4.65 6.68
24 H 3.41 -4.72 8.38
25 H 2.48 -5.56 10.53
26 H 2.00 -1.51 6.17
27 H 1.70 0.58 4.88
28 H -0.44 -2.79 -0.41
29 H -0.15 -4.99 0.71
30 H 0.66 -5.06 3.06
31 C -0.92 2.55 -4.31
32 P -1.02 1.86 -2.62
33 C -1.33 0.08 -2.92
34 C -0.77 -0.59 -4.01
35 C -0.93 -1.95 -4.17
36 C -1.64 -2.70 -3.22
37 C -2.20 -2.05 -2.13
38 C -2.05 -0.67 -1.98
39 C -2.65 2.44 -2.03
40 C -2.66 3.35 -0.98
41 C -3.86 3.91 -0.55
42 C -5.05 3.54 -1.15
43 C -5.05 2.62 -2.19
44 C -3.85 2.07 -2.63
45 H -1.74 2.22 -4.94
46 H 0.03 2.28 -4.78
47 H -0.95 3.64 -4.23
48 H -0.23 -0.03 -4.76
49 H -0.52 -2.45 -5.04
50 H -1.78 -3.76 -3.36
51 H -2.78 -2.61 -1.41
52 H -2.58 -0.18 -1.18
53 H -1.73 3.67 -0.53
54 H -3.86 4.64 0.25
55 H -5.98 3.98 -0.82
56 H -5.98 2.34 -2.68
57 H -3.86 1.37 -3.46
58 C -5.32 -0.75 0.00
59 N -5.12 0.35 0.92
60 C -4.04 0.56 1.69
61 Se -2.56 -0.56 1.91
62 N -4.25 1.70 2.38
63 C -5.49 2.24 2.06
64 C -6.16 3.38 2.48
65 C -7.41 3.60 1.94
66 C -7.97 2.72 1.00
67 C -7.30 1.59 0.58
68 C -6.05 1.37 1.13
69 H -4.51 -1.46 0.12
70 H -5.35 -0.37 -1.02
71 H -6.27 -1.24 0.23
72 H -3.60 2.05 3.07
73 H -5.73 4.06 3.21
74 H -7.97 4.47 2.24
75 H -8.96 2.93 0.61
76 H -7.74 0.91 -0.14
77 C 3.72 1.78 0.39
78 N 3.93 0.67 -0.52
79 C 5.31 0.50 -1.00
80 C 5.33 -0.22 -2.33
81 C 4.49 -1.47 -2.22
82 N 3.14 -1.13 -1.77
83 C 2.06 -1.96 -2.27
84 C 2.91 -0.09 -0.95
85 O 1.72 0.18 -0.57
86 H 3.75 2.73 -0.14
87 H 4.52 1.78 1.14
88 H 2.77 1.69 0.90
89 H 5.89 -0.05 -0.24
90 H 5.75 1.49 -1.08
91 H 6.36 -0.47 -2.59
92 H 4.94 0.43 -3.11
93 H 4.94 -2.20 -1.54
94 H 4.40 -1.96 -3.19
95 H 2.10 -1.99 -3.36
96 H 1.10 -1.55 -1.98
97 H 2.16 -2.98 -1.90

Energy relative to the best compared isomer or geometry (same formula, charge and spin) ... 4.9 kcal/mol
HOMO level ... -14.002 eV
Total charge ... +3
Gap between HOMO and LUMO ... 3.93 eV
E_tot ... -7689.73549 hartree

In elementary charge units, the Mulliken charges are: Sn 1.124; Br 0.046; C 0.359; C -0.711; C -0.191; C 0.505; C -0.187; C -0.614; N -0.683; N 0.152; C 0.633; C -0.547; C -1.279; C 0.481; O -0.556; C 0.230; N 0.470; C -0.293; C -1.294; C -0.626; C 0.818; H 0.450; H 0.458; H 0.499; H 0.455; H 0.509; H 0.573; H 0.352; H 0.548; H 0.531; C -1.479; P 0.574; C 0.599; C -0.951; C -0.790; C -0.518; C -1.201; C 0.324; C 0.167; C -0.342; C -0.885; C -0.518; C -0.981; C -0.039; H 0.420; H 0.488; H 0.436; H 0.392; H 0.493; H 0.494; H 0.507; H 0.512; H 0.505; H 0.487; H 0.641; H 0.476; H 0.470; C -1.039; N 0.405; C -0.326; Se -0.241; N 0.117; C 0.323; C -0.948; C -0.507; C -0.867; C -0.361; C 0.689; H 0.228; H 0.347; H 0.438; H 0.243; H 0.480; H 0.437; H 0.421; H 0.502; C -0.975; N 0.168; C -0.668; C -0.717; C -0.634; N 0.305; C -0.567; C 0.176; O -0.320; H 0.350; H 0.374; H 0.158; H 0.316; H 0.409; H 0.375; H 0.308; H 0.296; H 0.369; H 0.552; H -0.461; H 0.352

=====

Taking the records one at a time from the top gives E_LUMO values of -0.38, -10.07 eV.